Entry from OMol25: 2 unconnected molecules or ions with the total composition C2H4N2O2 in a non-equilibrium geometry (the ωB97M-V functional and the def2-TZVPD basis).

- ΔE to the lowest compared entry with this formula, charge and spin: 239.90 kJ/mol
- E: -338.312193 hartree
- Maximum force: 2.5 eV/A
- HOMO-LUMO gap (alpha / beta): 6.0 / 6.0 eV
- E_HOMO (alpha / beta): 1.7 / 1.7 eV
- Charge: -2

Last column: Löwdin charge in e.
Positions of all 10 atoms, in Å:
1 C -0.384 0.265 -0.218  -0.093
2 C 0.090 1.746 -0.317  -0.635
3 N -0.771 -2.036 1.204  -0.050
4 N 0.332 -2.405 1.012  -0.483
5 O 0.935 -3.539 1.001  -0.372
6 O 0.557 1.787 -1.615  -0.448
7 H -1.118 0.027 -1.080  0.021
8 H 0.390 -0.563 -0.157  -0.022
9 H -0.836 2.476 -0.215  0.043
10 H 0.806 2.243 0.385  0.040